No. 1
Here is a cluster of 8 separate species, C40H83FN2O12S2 in total from the Open Molecules 2025 dataset. Energies are from wB97M-V/def2-TZVPD.

## Properties
- E: -94743.234 eV
- E_LUMO: -2.62 eV
- Strongest force on any atom: 8.34 eV/Å
- HOMO-LUMO gap: 6.5534 eV
- Total charge: 0
- SMILES string: COCCCCCCCCCc1cnc2ccc(S(C)(=O)=O)c(S(=O)(=O)F)c2n1.CC(C)O.CC(C)O.CC(C)O.CC(C)O.CC(C)O.CC(C)O.CC(C)O

Each line ends with the Löwdin charge.
Atoms and positions in Å:
C  -0.9354  3.2906  -1.1528  -0.138
O  -0.8605  3.4989  -2.6090  -0.259
C  -1.2909  2.2937  -3.3443  -0.207
C  -0.2492  1.0075  -3.1389  -0.161
C  -1.1657  -0.3483  -2.9672  -0.216
C  -0.3679  -1.6340  -2.3219  -0.222
C  -0.0011  -1.4594  -0.7284  -0.205
C  -0.3761  -2.9128  -0.0120  -0.214
C  -0.1125  -2.8997  1.6255  -0.197
C  -1.2871  -2.0035  2.3386  -0.190
C  -0.7491  -1.0893  3.6170  -0.142
C  0.5125  -0.1082  3.1467  -0.117
C  0.3096  1.0926  2.0657  -0.002
N  1.3496  2.0315  1.5177  0.067
C  2.6604  1.6621  2.1534  -0.134
C  3.9850  2.5495  1.6479  0.042
C  5.5110  2.3319  2.2020  -0.019
C  5.7565  1.1581  3.3680  -0.161
S  7.5151  0.9972  3.9955  0.745
C  8.4194  2.6447  3.6966  -0.171
O  8.3405  -0.0745  3.1834  -0.392
O  7.6500  0.7115  5.5100  -0.390
C  4.4704  0.2220  3.8865  -0.118
S  4.8748  -1.0885  5.1628  0.869
O  6.1751  -1.9188  4.8277  -0.330
O  3.7611  -2.1470  5.3905  -0.356
F  5.1341  -0.3481  6.7266  -0.257
C  2.9450  0.5118  3.2678  -0.083
N  1.8482  -0.3821  3.7726  0.093
H  -1.3028  4.2592  -0.5877  0.102
H  0.1763  3.0394  -0.7993  0.081
H  -1.5903  2.3743  -0.8277  0.091
H  -1.2787  2.5856  -4.4940  0.127
H  -2.3657  1.9267  -3.0533  0.102
H  0.4936  1.1527  -2.2445  0.106
H  0.4202  0.9823  -4.1211  0.096
H  -1.5223  -0.6670  -4.0536  0.120
H  -2.1486  -0.1283  -2.3329  0.116
H  -1.0837  -2.5764  -2.4654  0.112
H  0.6212  -1.8164  -2.9562  0.122
H  -0.5543  -0.5707  -0.2033  0.086
H  1.1827  -1.3781  -0.6684  0.123
H  -1.5148  -3.1764  -0.2519  0.123
H  0.3386  -3.7057  -0.5160  0.106
H  -0.1879  -4.0084  2.0226  0.112
H  0.9813  -2.5340  1.8257  0.108
H  -1.8037  -1.2480  1.6000  0.109
H  -2.0854  -2.7691  2.7647  0.100
H  -0.3496  -1.7808  4.5030  0.130
H  -1.5734  -0.3909  4.0726  0.120
H  -0.7971  1.2346  1.6398  0.125
H  3.8368  3.4124  0.8369  0.115
H  6.3831  2.9897  1.7822  0.094
H  7.6750  3.5409  3.4811  0.068
H  9.1558  2.5496  2.7912  0.089
H  9.0399  2.9829  4.6551  0.103
C  2.5556  0.5447  7.9504  -0.061
C  1.1526  0.0320  8.2336  -0.493
C  1.1460  -1.4725  8.4523  -0.055
O  0.3018  0.3535  7.1361  -0.075
H  2.9633  0.0891  7.0410  0.041
H  2.5433  1.6271  7.7828  0.086
H  3.2311  0.3269  8.7834  0.087
H  0.7489  0.5346  9.1193  0.136
H  1.5037  -1.9997  7.5607  0.078
H  0.1281  -1.8292  8.6427  0.074
H  1.7792  -1.7509  9.3003  0.084
H  0.6527  -0.0884  6.3452  0.062
C  -4.1728  -5.7035  4.4966  -0.065
C  -4.9126  -4.8626  3.4684  -0.499
C  -5.6801  -5.7350  2.4878  -0.065
O  -3.9768  -4.0594  2.7537  -0.082
H  -3.4402  -6.3591  4.0129  0.082
H  -3.6150  -5.0628  5.1882  0.081
H  -4.8671  -6.3215  5.0744  0.081
H  -5.6054  -4.1838  3.9776  0.141
H  -5.0009  -6.3917  1.9328  0.082
H  -6.1974  -5.1168  1.7463  0.081
H  -6.4196  -6.3539  3.0052  0.081
H  -3.3576  -4.6538  2.2985  0.089
C  -4.6199  4.7171  -3.4024  -0.059
C  -5.3778  3.5687  -2.7556  -0.500
C  -6.5847  4.0693  -1.9782  -0.068
O  -4.5066  2.8653  -1.8737  -0.075
H  -4.2441  5.4144  -2.6453  0.084
H  -3.7469  4.3431  -3.9481  0.074
H  -5.2587  5.2688  -4.0991  0.080
H  -5.7037  2.8621  -3.5267  0.141
H  -6.2785  4.7436  -1.1706  0.081
H  -7.1133  3.2332  -1.5080  0.080
H  -7.2824  4.6015  -2.6322  0.080
H  -4.2121  3.4849  -1.1857  0.088
C  1.4477  1.1976  -8.4028  -0.069
C  0.3519  1.8461  -7.5720  -0.484
C  0.2648  3.3403  -7.8390  -0.064
O  0.6166  1.6282  -6.1885  -0.088
H  2.4279  1.6222  -8.1587  0.081
H  1.5070  0.1245  -8.1911  0.080
H  1.2645  1.3339  -9.4731  0.068
H  -0.6104  1.3747  -7.7996  0.142
H  1.2030  3.8409  -7.5749  0.082
H  -0.5196  3.7958  -7.2252  0.077
H  0.0462  3.5409  -8.8924  0.071
H  1.4693  2.0433  -5.9774  0.099
C  2.9638  2.9666  -12.6154  -0.064
C  1.8680  3.6151  -11.7845  -0.497
C  1.7809  5.1093  -12.0516  -0.064
O  2.1327  3.3972  -10.4011  -0.085
H  3.9440  3.3912  -12.3713  0.082
H  3.0231  1.8935  -12.4037  0.081
H  2.7807  3.1029  -13.6857  0.081
H  0.9057  3.1437  -12.0122  0.142
H  2.7192  5.6099  -11.7875  0.082
H  0.9965  5.5648  -11.4378  0.080
H  1.5623  5.3099  -13.1050  0.081
H  2.9855  3.8123  -10.1899  0.103
C  -2.9046  0.7123  9.9270  -0.064
C  -3.6443  1.5531  8.8987  -0.502
C  -4.4118  0.6808  7.9182  -0.068
O  -2.7086  2.3563  8.1840  -0.060
H  -2.1719  0.0566  9.4433  0.072
H  -2.3467  1.3530  10.6185  0.081
H  -3.5988  0.0943  10.5047  0.079
H  -4.3371  2.2319  9.4079  0.138
H  -3.7326  0.0240  7.3632  0.078
H  -4.9292  1.2989  7.1766  0.079
H  -5.1513  0.0618  8.4356  0.078
H  -2.0893  1.7619  7.7288  0.077
C  2.4367  -6.8475  -2.4477  -0.065
C  1.0448  -6.2361  -2.4252  -0.510
C  0.0354  -7.1302  -3.1272  -0.066
O  1.0771  -4.9645  -3.0683  -0.074
H  2.7900  -6.9799  -3.4764  0.081
H  3.1551  -6.1873  -1.9497  0.082
H  2.4487  -7.8201  -1.9462  0.081
H  0.7321  -6.0710  -1.3884  0.130
H  0.3035  -7.2727  -4.1801  0.081
H  -0.9593  -6.6719  -3.1141  0.080
H  -0.0247  -8.1114  -2.6462  0.080
H  1.3540  -5.1013  -3.9896  0.094

---

No. 2
Here is a cluster of 8 separate species, H16O8 in total from the Open Molecules 2025 dataset. Energies are from wB97M-V/def2-TZVPD.

## Properties
- E: -16639.260 eV
- E_LUMO: 0.12 eV
- Strongest force on any atom: 0.35 eV/Å
- HOMO-LUMO gap: 10.9814 eV
- Total charge: 0
- SMILES string: O.O.O.O.O.O.O.O

Each line ends with the natural charge from an NBO analysis.
Atoms and positions in Å:
O  13.6158  1.0242  12.9284  -0.943
H  13.5371  0.3242  13.5765  0.471
H  14.3971  1.5098  13.1933  0.472
O  8.7694  6.4360  7.5540  -0.938
H  8.2563  5.9728  6.8919  0.467
H  9.2666  5.7482  7.9968  0.471
O  12.7591  3.0184  6.9649  -0.945
H  13.1868  2.2861  7.4088  0.473
H  12.2709  3.4659  7.6561  0.471
O  11.6181  4.5468  10.4741  -0.947
H  11.3326  5.2225  11.0891  0.477
H  11.7485  3.7687  11.0160  0.470
O  10.9087  8.0833  12.6754  -0.942
H  11.3978  8.4217  13.4254  0.471
H  10.0241  8.4310  12.7890  0.471
O  14.9342  0.3973  9.1507  -0.942
H  15.7222  -0.1420  9.0841  0.469
H  14.7225  0.3987  10.0841  0.474
O  7.9764  1.0642  12.7695  -0.934
H  8.8657  1.0174  13.1204  0.466
H  7.8177  0.1951  12.4011  0.468
O  12.3374  9.6373  8.9510  -0.935
H  11.7899  9.1429  9.5609  0.472
H  11.9930  10.5296  8.9884  0.463